--- w ---
C4H6N2O | the ωB97M-V functional and the def2-TZVPD basis

Calculated values
Structure (SMILES): Cc1nc(N)co1
Orbital gap: 9.06 eV

Cartesian coordinates (Å):
C (1.3744, -1.6730, -0.9609)
C (0.3648, -0.7007, -0.5554)
C (-0.5541, 1.0154, 0.3889)
C (-1.5631, 0.0953, 0.3104)
H (1.0470, -2.5478, -0.2365)
H (1.4733, -1.8285, -2.0829)
H (2.5320, -1.2440, -0.6832)
H (-1.3652, 2.5091, 1.2532)
H (0.1714, 2.8991, 0.8315)
H (-2.5729, -0.2142, 0.8996)
N (0.5539, 0.5581, -0.1532)
N (-0.4817, 2.1182, 1.2519)
O (-0.9799, -0.9869, -0.2635)

natural (NBO) atomic charge list, values in e, 6 entries:
1 C -0.6914
2 C 0.4788
3 C 0.2264
4 C -0.0336
5 H 0.2554
6 H 0.2499


--- x ---
C4H6N2O | the ωB97M-V functional and the def2-TZVPD basis

Calculated values
Orbital gap: 8.76 eV

Cartesian coordinates (Å):
C (-0.2487, -1.8718, 0.5121)
C (-0.0445, -0.6572, 0.1214)
C (1.1812, 0.0305, -0.2394)
C (1.2936, 1.5315, 0.0197)
N (-2.5312, -0.1007, -0.2793)
N (-1.5330, 0.5318, -0.1592)
O (2.0400, -0.7051, -0.7122)
H (-1.1822, -2.3413, 0.7238)
H (0.5945, -2.5554, 0.6152)
H (1.9527, 1.9681, -0.7765)
H (1.6136, 1.7593, 0.9480)
H (0.2086, 1.8530, -0.1830)
H (-3.3446, 0.5576, -0.5905)

natural (NBO) atomic charge list, values in e, 6 entries:
1 C -0.3649
2 C 0.0201
3 C 0.5043
4 C -0.7095
5 N -0.3207
6 N -0.1086


--- y ---
C4H6N2O | the ωB97M-V functional and the def2-TZVPD basis

Calculated values
Structure (SMILES): [H]/N=C/OCCC#N
Orbital gap: 11.45 eV

Cartesian coordinates (Å):
N (-1.7245, 1.0132, -0.3193)
C (-1.8994, -0.0941, 0.2662)
O (-0.9652, -1.0579, 0.3137)
C (0.2510, -0.7937, -0.3821)
C (1.1382, 0.1446, 0.4409)
C (2.4200, 0.3774, -0.2265)
N (3.4239, 0.5521, -0.7736)
H (-2.5566, 1.5918, -0.2480)
H (-2.7918, -0.4284, 0.8020)
H (0.0332, -0.3523, -1.3583)
H (0.7271, -1.7675, -0.5123)
H (0.6250, 1.1022, 0.5666)
H (1.3191, -0.2874, 1.4306)

natural (NBO) atomic charge list, values in e, 6 entries:
1 N -0.7333
2 C 0.4106
3 O -0.4929
4 C -0.0658
5 C -0.5438
6 C 0.2849


The data favor y; the next most stable structure lies 31.2 kcal/mol above it.


--- w ---
C5H15NO | the ωB97M-V functional and the def2-TZVPD basis

Calculated values
Structure (SMILES): CCN(C)CC.O
Orbital gap: 9.01 eV

Cartesian coordinates (Å):
C (1.3508, -0.1209, -0.6341)
N (0.1556, -0.7938, -1.1086)
C (-0.9451, 0.1568, -1.4432)
C (-1.7013, 0.5437, -0.1760)
C (0.4167, -1.7976, -2.1440)
C (1.8775, -0.7187, 0.6795)
H (1.0609, 0.9195, -0.4880)
H (2.1408, -0.1790, -1.3833)
H (-1.5493, -0.3575, -2.1789)
H (-0.4866, 1.0031, -1.9581)
H (-1.0611, 0.3903, 0.6829)
H (-1.9930, 1.6032, -0.1763)
H (-2.6066, -0.0386, -0.0904)
H (0.7824, -2.6716, -1.6508)
H (1.1435, -1.4715, -2.8862)
H (-0.5468, -2.1318, -2.5157)
H (1.0647, -1.2689, 1.1333)
H (2.7048, -1.3756, 0.5036)
H (2.2392, 0.0166, 1.3925)
H (-1.0362, 3.2366, 5.3959)
H (-1.4841, 2.0553, 4.4323)
O (-1.5268, 3.0005, 4.6135)

natural (NBO) atomic charge list, values in e, 6 entries:
1 C -0.2242
2 N -0.4510
3 C -0.2112
4 C -0.6213
5 C -0.4111
6 C -0.6233


--- x ---
C5H15NO | the ωB97M-V functional and the def2-TZVPD basis

Calculated values
Structure (SMILES): CC(C)N(C)C.O
Orbital gap: 8.94 eV

Cartesian coordinates (Å):
C (-0.3801, -0.9553, 0.4168)
N (-0.0880, -0.2430, -0.8277)
C (1.3668, 0.1436, -0.8929)
C (-0.5619, 2.1624, -0.2151)
C (-0.9284, 0.8899, -1.0830)
C (-1.2111, 1.3041, -2.5642)
H (-1.5194, -0.9291, 0.7037)
H (-0.1158, -1.9557, 0.1958)
H (0.2492, -0.6402, 1.2039)
H (1.8809, -0.7440, -1.0543)
H (1.7911, 0.5319, 0.0490)
H (1.4834, 0.7169, -1.7752)
H (-1.4975, 2.7706, -0.1784)
H (0.3195, 2.4212, -0.6830)
H (-0.3118, 1.7172, 0.7409)
H (-1.8854, 0.4062, -0.7727)
H (-1.9268, 2.0976, -2.5819)
H (-0.3016, 1.7337, -2.9305)
H (-1.6207, 0.3832, -3.0623)
H (2.1012, -3.6188, 5.7095)
H (1.4699, -3.8866, 4.3628)
O (1.6866, -4.3058, 5.2388)

natural (NBO) atomic charge list, values in e, 6 entries:
1 C -0.4120
2 N -0.4471
3 C -0.4334
4 C -0.6565
5 C -0.0044
6 C -0.6201


--- y ---
C5H15NO | the ωB97M-V functional and the def2-TZVPD basis

Calculated values
Structure (SMILES): CC[C@H](C)CN.O
Orbital gap: 10.05 eV

Cartesian coordinates (Å):
C (-1.3923, -0.8097, 0.0642)
C (0.1142, -0.7655, -0.1568)
C (0.4403, 0.2553, -1.2268)
C (0.8234, -0.4683, 1.1543)
C (2.3439, -0.6260, 1.0812)
N (-2.1313, -1.1966, -1.1459)
H (-1.7189, 0.1758, 0.4127)
H (-1.6079, -1.5333, 0.8565)
H (0.3995, -1.7631, -0.5132)
H (1.4878, 0.4933, -1.3948)
H (-0.0292, 1.2089, -0.9411)
H (-0.0993, 0.0351, -2.1468)
H (0.5685, 0.5415, 1.4909)
H (0.4383, -1.1294, 1.9403)
H (2.8155, -0.5298, 2.0644)
H (2.7956, 0.1459, 0.4625)
H (2.5955, -1.6007, 0.6542)
H (-2.6561, -2.0445, -1.0061)
H (-2.7367, -0.4705, -1.4928)
H (-0.3292, 2.9479, -0.5084)
H (-1.5417, 3.5374, 0.1933)
O (-0.5798, 3.5962, 0.1582)

natural (NBO) atomic charge list, values in e, 6 entries:
1 C -0.2039
2 C -0.2319
3 C -0.6034
4 C -0.3951
5 C -0.6027
6 N -0.8594


--- z ---
C5H15NO | the ωB97M-V functional and the def2-TZVPD basis

Calculated values
Structure (SMILES): CCCCCN.O
Orbital gap: 9.49 eV

Cartesian coordinates (Å):
C (0.9540, 2.1288, 1.2681)
C (1.0214, 0.5937, 1.0428)
C (-0.3524, -0.0546, 1.2131)
C (-1.3938, 0.3513, 0.1598)
C (-1.1171, -0.2093, -1.2429)
N (-1.5519, -1.5656, -1.5348)
H (0.2131, 2.5511, 0.5805)
H (1.9204, 2.5419, 0.9862)
H (0.6287, 2.3528, 2.2746)
H (1.5261, 0.2693, 0.1333)
H (1.6473, 0.2229, 1.8831)
H (-0.6744, 0.2305, 2.2369)
H (-0.3087, -1.1613, 1.2315)
H (-1.3375, 1.4495, 0.1312)
H (-2.4415, 0.1206, 0.3684)
H (-0.0409, -0.1086, -1.4542)
H (-1.6384, 0.5223, -1.8866)
H (-1.6422, -1.6447, -2.5389)
H (-0.8302, -2.2265, -1.2776)
H (1.9340, -2.6936, -1.7342)
H (2.0356, -1.4870, -0.7801)
O (1.4485, -2.1835, -1.0604)

natural (NBO) atomic charge list, values in e, 6 entries:
1 C -0.6101
2 C -0.3899
3 C -0.4049
4 C -0.4095
5 C -0.2170
6 N -0.8446


The data favor y; the next most stable structure lies 5.9 kcal/mol above it.


--- w ---
C5H15NO | the ωB97M-V functional and the def2-TZVPD basis

Calculated values
Structure (SMILES): CCCCCN.O
Orbital gap: 9.49 eV

Cartesian coordinates (Å):
C (2.8153, -0.1434, -0.4785)
C (1.7775, 0.6817, 0.3317)
C (0.3711, 0.1284, 0.2145)
C (-0.6224, 0.9233, 1.0787)
C (-2.0734, 0.9538, 0.6762)
N (-2.7803, -0.2945, 0.8818)
H (3.3811, -0.8514, 0.1464)
H (3.6212, 0.4816, -0.8611)
H (2.2677, -0.7821, -1.1628)
H (2.1577, 0.7476, 1.3624)
H (1.8518, 1.7207, 0.0017)
H (0.2029, -0.9281, 0.4160)
H (0.0559, 0.3146, -0.8210)
H (-0.2713, 1.9748, 1.0706)
H (-0.4486, 0.7120, 2.1398)
H (-2.1015, 1.2358, -0.3849)
H (-2.5541, 1.7951, 1.1909)
H (-2.2744, -1.0811, 1.2347)
H (-3.6980, -0.2326, 1.2776)
H (0.5543, -2.6771, -2.1165)
H (-0.4271, -1.8531, -2.6851)
O (0.4317, -1.7435, -2.2918)

natural (NBO) atomic charge list, values in e, 6 entries:
1 C -0.6199
2 C -0.3962
3 C -0.3997
4 C -0.4009
5 C -0.2075
6 N -0.8720


--- x ---
C5H15NO | the ωB97M-V functional and the def2-TZVPD basis

Calculated values
Structure (SMILES): CCCNCC.O
Orbital gap: 9.80 eV

Cartesian coordinates (Å):
C (1.8253, 0.4003, -0.0846)
C (2.2546, 1.4676, 0.9564)
C (0.4192, 0.7214, -0.6749)
N (-0.3519, -0.4991, -0.9391)
C (-1.7929, -0.3557, -0.6975)
C (-2.2837, 0.0937, 0.6944)
H (1.8309, -0.5353, 0.4594)
H (2.5113, 0.4180, -0.9320)
H (3.3111, 1.6197, 0.8319)
H (1.6478, 2.3414, 0.6814)
H (1.8695, 1.2126, 1.9405)
H (-0.1167, 1.4223, -0.0573)
H (0.5849, 1.3317, -1.5970)
H (-0.2492, -0.8230, -1.8938)
H (-2.3462, -1.2223, -1.1343)
H (-2.0983, 0.3888, -1.4663)
H (-3.0990, -0.4975, 1.2068)
H (-2.7270, 1.0638, 0.5880)
H (-1.4890, 0.1200, 1.4543)
H (0.1290, -3.6695, 0.2110)
H (-0.1876, -2.2134, -0.0686)
O (0.3578, -2.7855, 0.5212)

natural (NBO) atomic charge list, values in e, 6 entries:
1 C -0.4066
2 C -0.6072
3 C -0.2244
4 N -0.6518
5 C -0.2265
6 C -0.6472


The data favor w; the next most stable structure lies 8.5 kcal/mol above it.


--- w ---
C4H8O2 | the ωB97M-V functional and the def2-TZVPD basis

Calculated values
Structure (SMILES): C[C@H]1OC[C@H]1O
Orbital gap: 10.43 eV

Cartesian coordinates (Å):
C (-0.2821, 0.4064, -1.5671)
C (-0.3223, 0.8167, 0.0767)
O (-1.3784, 0.2655, 0.8712)
C (-0.5216, -0.8120, 1.3142)
C (0.7131, 0.0531, 0.9641)
O (1.8015, -0.4853, 0.2923)
H (-0.5531, -0.6346, -1.6765)
H (-0.9967, 0.9895, -2.1985)
H (0.6970, 0.6122, -2.0573)
H (-0.4152, 1.7951, -0.3326)
H (-0.6277, -1.6908, 0.6606)
H (-0.6983, -1.1165, 2.3566)
H (1.1103, 0.5123, 1.8843)
H (1.4734, -0.7117, -0.5882)

natural (NBO) atomic charge list, values in e, 6 entries:
1 C -0.6953
2 C 0.0638
3 O -0.5152
4 C -0.0969
5 C 0.0665
6 O -0.6943


--- x ---
C4H8O2 | the ωB97M-V functional and the def2-TZVPD basis

Calculated values
Orbital gap: 10.59 eV

Cartesian coordinates (Å):
O (-0.0327, -1.1377, 2.0194)
C (-0.4692, -0.1091, 1.1550)
C (0.5082, -0.0171, -0.0033)
C (0.0590, -0.7311, -1.2867)
O (-0.4072, 0.5091, -1.8491)
C (0.3196, 1.2446, -0.8548)
H (-0.6402, -1.1783, 2.7665)
H (-0.4995, 0.8638, 1.6736)
H (-1.4869, -0.3079, 0.7779)
H (1.5192, -0.2292, 0.3579)
H (0.8880, -1.1438, -1.8762)
H (-0.7394, -1.4795, -1.2023)
H (1.2554, 1.6571, -1.2583)
H (-0.2743, 2.0591, -0.4195)

natural (NBO) atomic charge list, values in e, 6 entries:
1 O -0.7190
2 C -0.0547
3 C -0.2891
4 C -0.0533
5 O -0.5368
6 C -0.0537


The data favor x; the next most stable structure lies 22.2 kcal/mol above it.


--- w ---
C3H10NO | the ωB97M-V functional and the def2-TZVPD basis

Calculated values
Total charge: +1
Structure (SMILES): C[C@H]([NH3+])CO
Orbital gap: 11.20 eV

Cartesian coordinates (Å):
C (0.8986, -0.3168, -0.4613)
O (1.9930, 0.5226, -0.0523)
C (-0.3352, -0.0764, 0.2806)
C (-1.2446, -1.3380, 0.1303)
N (-1.1595, 1.2006, 0.1012)
H (1.1138, -1.3006, -0.1584)
H (0.6467, -0.3076, -1.5625)
H (2.7550, -0.0875, -0.1192)
H (-0.0348, -0.0535, 1.2584)
H (-0.9276, -1.9469, 1.0036)
H (-2.2338, -1.0428, 0.4048)
H (-1.0274, -1.8060, -0.8667)
H (-1.7888, 1.1507, -0.6704)
H (-0.5473, 1.9829, -0.2676)
H (-1.6956, 1.2132, 0.9904)

natural (NBO) atomic charge list, values in e, 6 entries:
1 C -0.0920
2 O -0.7045
3 C -0.0697
4 C -0.6267
5 N -0.6948
6 H 0.2089


--- x ---
C3H10NO | the ωB97M-V functional and the def2-TZVPD basis

Calculated values
Total charge: +1
Orbital gap: 7.95 eV

Cartesian coordinates (Å):
C (-1.7135, 2.5922, -0.3050)
N (-2.4149, 1.5842, 0.0141)
H (-1.6618, 2.8182, -1.3488)
H (-1.2029, 3.1534, 0.4631)
H (-2.5368, 1.3499, 0.9909)
H (-2.8501, 0.9858, -0.6804)
C (1.6158, -0.8882, 0.4549)
O (0.9370, 0.0930, -0.3363)
C (1.2342, -2.3130, 0.1096)
H (2.6962, -0.7494, 0.3963)
H (1.3500, -0.6667, 1.4864)
H (1.3702, 0.1258, -1.1995)
H (2.0717, -2.9323, -0.1943)
H (0.6043, -2.8042, 0.8543)
H (0.5006, -2.3487, -0.7054)

natural (NBO) atomic charge list, values in e, 6 entries:
1 C 0.1815
2 N -0.5556
3 H 0.2331
4 H 0.2442
5 H 0.4449
6 H 0.4498


The data favor w; the next most stable structure lies 6.1 kcal/mol above it.


--- w ---
C3H10NO | the ωB97M-V functional and the def2-TZVPD basis

Calculated values
Total charge: +1
Structure (SMILES): C[C@@H](O)C[NH3+]
Orbital gap: 11.73 eV

Cartesian coordinates (Å):
C (0.6927, 0.3293, 0.5905)
C (-0.6306, -0.2335, 0.0298)
C (-1.6540, 0.8496, -0.1188)
O (-0.3088, -0.9289, -1.1868)
N (1.8666, -0.4711, 0.1067)
H (0.8591, 1.3639, 0.3688)
H (0.6541, 0.1747, 1.6754)
H (-0.9892, -1.0031, 0.7348)
H (-1.4174, 1.5506, -0.9206)
H (-1.7293, 1.4532, 0.7886)
H (-2.6586, 0.4705, -0.3144)
H (-1.0429, -1.4501, -1.5205)
H (2.4758, -0.8885, 0.7923)
H (2.4512, 0.0034, -0.5605)
H (1.4312, -1.2198, -0.4652)

natural (NBO) atomic charge list, values in e, 6 entries:
1 C -0.2415
2 C 0.0834
3 C -0.6500
4 O -0.7570
5 N -0.6807
6 H 0.2366


--- x ---
C3H10NO | the ωB97M-V functional and the def2-TZVPD basis

Calculated values
Total charge: +1
Structure (SMILES): C[C@H](O)C[NH3+]
Orbital gap: 11.25 eV

Cartesian coordinates (Å):
C (-0.1806, -0.9376, 0.6110)
C (-0.1290, 0.6174, 0.0751)
C (-1.5320, 1.1410, -0.1307)
O (0.6618, 0.7974, -1.1460)
N (1.1620, -1.4600, 0.6017)
H (-0.8595, -1.5280, -0.1274)
H (-0.5973, -0.9511, 1.5781)
H (0.6572, 1.3253, 0.7193)
H (-1.5800, 2.0416, -0.7789)
H (-2.2638, 0.3265, -0.3440)
H (-1.8675, 1.6413, 0.8784)
H (-0.0857, 0.7194, -1.7910)
H (1.1844, -1.6447, -0.4071)
H (1.8708, -0.6994, 0.8653)
H (1.1631, -2.3148, 1.0312)

natural (NBO) atomic charge list, values in e, 6 entries:
1 C -0.2767
2 C 0.0788
3 C -0.7075
4 O -0.7189
5 N -0.6666
6 H 0.2316


The data favor w; the next most stable structure lies 37.9 kcal/mol above it.